34
Properties=species:S:1:pos:R:3 method="wB97M-V/def2-TZVPD" total_charge=+2 e_homo_ev=-16.68 e_tot_ha=-688.8438 lumo_energy_ev=-6.8 relative_energy_ev=0.110 gap_ev=9.84
C 0.419 -2.818 0.423
C -0.532 -2.693 -0.748
C -0.423 -1.345 -1.376
C -1.134 -0.287 -1.007
N -0.817 0.998 -1.531
C -1.647 2.000 -1.566
N 1.868 -2.607 0.034
H 0.127 -2.084 1.215
H 0.325 -3.785 0.932
H -0.363 -3.515 -1.470
H -1.582 -2.967 -0.374
H 0.325 -1.276 -2.181
H -1.958 -0.320 -0.266
H 0.201 1.128 -1.879
H -1.349 2.951 -1.947
H -2.713 1.997 -1.204
H 2.258 -3.466 -0.436
H 1.904 -1.809 -0.662
H 2.481 -2.336 0.822
H -3.215 2.010 2.920
H -3.856 3.159 2.061
O -3.241 2.447 2.065
H 2.267 0.340 -0.897
H 2.530 0.716 -2.384
O 1.866 0.372 -1.784
H 1.984 0.305 1.142
H 3.572 0.113 1.058
O 2.715 -0.212 0.703
H 0.814 1.518 2.699
H 0.076 1.614 1.360
O 0.683 1.076 1.877
H -0.758 3.571 0.717
H -1.800 2.559 1.103
O -1.027 2.646 0.581

=====

36
Properties=species:S:1:pos:R:3 method="wB97M-V/def2-TZVPD" total_charge=-1 e_homo_ev=-5.06 e_tot_ha=-860.4465 lumo_energy_ev=3.0 relative_energy_ev=3.091 gap_ev=8.09
C 1.681 1.727 -1.046
N 1.972 0.416 -1.273
C 1.252 -2.413 -1.743
C 2.296 -1.904 -0.738
C 2.124 -0.541 -0.140
C 0.852 -0.502 0.830
O 0.641 0.726 1.388
O 1.668 2.537 -1.970
H 1.497 2.021 -0.010
H 2.605 0.212 -2.035
H 1.476 -3.423 -2.079
H 0.246 -2.381 -1.312
H 1.103 -1.832 -2.659
H 3.226 -1.875 -1.347
H 2.594 -2.752 -0.113
H 3.022 -0.309 0.433
H -0.041 -0.855 0.286
H 1.292 -1.163 1.604
H -0.281 0.342 -2.022
H -0.324 1.462 -3.006
O -0.857 0.706 -2.711
H -1.351 1.408 -0.752
H -0.903 1.123 0.679
O -1.696 1.431 0.149
H 0.042 2.680 2.424
H -1.227 3.037 1.725
O -0.697 3.309 2.489
H -0.317 0.256 2.735
H -1.656 0.428 3.537
O -1.083 -0.235 3.138
H -1.151 -3.586 1.279
H -1.926 -2.392 2.093
O -1.926 -3.295 1.754
H -3.585 -1.110 -1.847
H -3.676 -1.211 -0.307
O -3.929 -1.640 -1.125

=====

35
Properties=species:S:1:pos:R:3 method="wB97M-V/def2-TZVPD" total_charge=+1 e_homo_ev=-12.22 e_tot_ha=-689.6913 lumo_energy_ev=-2.7 relative_energy_ev=3.703 gap_ev=9.54
C -0.456 1.030 2.108
N 0.582 0.362 1.277
C 1.959 1.002 1.277
C 3.017 0.124 0.467
O 2.630 0.240 -1.028
C -1.527 1.598 1.040
N -1.835 0.668 -0.279
C -2.592 1.231 -1.414
H -0.946 0.177 2.700
H -0.081 1.757 2.787
H 0.652 -0.649 1.291
H 1.862 2.036 0.848
H 2.216 1.328 2.260
H 3.989 0.296 0.720
H 2.930 -0.937 0.525
H 3.481 0.380 -1.437
H -1.087 2.516 0.617
H -2.452 1.733 1.498
H -0.832 0.335 -0.591
H -2.439 -0.241 -0.050
H -2.172 2.053 -1.879
H -3.597 1.525 -0.947
H -2.793 0.559 -2.168
H 1.738 -1.150 -1.966
H 0.492 -1.915 -1.768
O 0.770 -1.147 -2.206
H 0.811 -4.037 -0.696
H 0.064 -4.394 0.628
O 0.057 -3.802 -0.182
H -2.622 -2.146 1.158
H -1.618 -2.453 0.130
O -2.288 -1.867 0.392
H 0.538 0.806 -2.226
H 1.211 1.514 -1.211
O 0.340 1.470 -1.676

=====

46
Properties=species:S:1:pos:R:3 method="wB97M-V/def2-TZVPD" total_charge=0 e_homo_ev=-9.40 e_tot_ha=-1279.3600 lumo_energy_ev=-0.3 relative_energy_ev=0.000 gap_ev=9.12
N -10.717 -8.857 -10.620
C -12.067 -8.694 -10.692
N -12.541 -9.048 -11.928
O -12.757 -8.060 -9.889
H -10.288 -9.351 -11.388
H -10.248 -8.498 -9.807
H -11.929 -9.629 -12.481
H -13.382 -8.684 -12.333
N -6.523 -12.465 -10.215
C -6.972 -11.584 -9.259
N -8.248 -11.157 -9.435
O -6.250 -11.210 -8.348
H -5.662 -12.926 -9.980
H -7.197 -12.938 -10.785
H -8.765 -11.518 -10.217
H -8.669 -10.422 -8.893
N -8.308 -12.047 -12.857
C -9.653 -11.785 -12.899
N -10.455 -12.876 -12.774
O -10.083 -10.691 -13.256
H -7.688 -11.263 -12.963
H -7.884 -12.955 -12.891
H -10.141 -13.779 -12.468
H -11.448 -12.724 -12.768
N -17.494 -8.940 -12.911
C -16.755 -8.186 -12.036
N -16.165 -8.887 -11.003
O -16.694 -6.972 -12.137
H -17.650 -9.928 -12.896
H -17.883 -8.383 -13.651
H -15.658 -8.378 -10.297
H -15.879 -9.825 -11.225
N -14.893 -8.896 -8.140
C -15.528 -8.030 -7.272
N -15.000 -6.762 -7.275
O -16.470 -8.354 -6.578
H -14.132 -8.551 -8.709
H -15.338 -9.791 -8.212
H -15.414 -6.103 -6.645
H -14.173 -6.529 -7.793
O -11.202 -6.544 -7.548
H -11.837 -7.153 -7.947
H -10.492 -7.113 -7.233
O -9.120 -8.539 -7.908
H -8.625 -7.790 -8.262
H -8.837 -8.607 -6.987

=====

37
Properties=species:S:1:pos:R:3 method="wB97M-V/def2-TZVPD" total_charge=0 e_homo_ev=-9.47 e_tot_ha=-765.8221 lumo_energy_ev=0.4 relative_energy_ev=1.527 gap_ev=9.90
C 0.379 1.938 1.585
C 0.564 0.891 2.376
C -0.527 -0.082 2.734
C -0.955 -0.979 1.509
N -2.350 -0.786 1.118
C -0.532 -2.433 1.748
N 0.919 -2.615 1.847
H -0.582 2.159 1.136
H 1.222 2.526 1.254
H 1.546 0.704 2.796
H -0.146 -0.800 3.459
H -1.353 0.411 3.243
H -0.270 -0.711 0.711
H -2.708 0.048 1.558
H -2.924 -1.568 1.413
H -0.968 -3.180 1.091
H -0.832 -2.735 2.762
H 1.310 -2.108 2.630
H 1.390 -2.256 1.020
O -0.727 -1.339 -1.512
H -0.031 -1.869 -1.104
H -1.581 -1.763 -1.394
O -2.195 2.173 -1.140
H -2.841 1.489 -0.919
H -1.387 1.840 -0.728
O 1.502 2.585 -3.628
H 0.638 2.121 -3.805
H 1.181 3.266 -3.022
O 2.681 1.006 -1.613
H 1.955 1.533 -1.993
H 3.406 1.159 -2.228
O 2.220 -1.713 -1.316
H 2.049 -1.442 -2.226
H 2.490 -0.870 -0.918
O -0.656 1.242 -3.134
H -0.481 0.456 -2.603
H -1.406 1.699 -2.708

=====

37
Properties=species:S:1:pos:R:3 method="wB97M-V/def2-TZVPD" total_charge=0 e_homo_ev=-8.97 e_tot_ha=-765.7908 lumo_energy_ev=0.3 relative_energy_ev=2.378 gap_ev=9.32
C 2.012 1.489 -1.853
C 1.344 0.773 -0.709
C 0.395 -0.334 -1.260
C -0.956 0.333 -1.562
N -2.023 -0.751 -1.783
N 2.360 0.301 0.265
C 1.771 -0.343 1.372
O 1.099 0.453 2.441
H 2.653 0.784 -2.431
H 1.309 1.779 -2.614
H 2.531 2.388 -1.467
H 0.671 1.525 -0.220
H 0.935 -0.634 -2.217
H 0.384 -1.233 -0.593
H -0.859 0.896 -2.471
H -1.477 0.809 -0.722
H -1.554 -1.519 -2.250
H -2.756 -0.301 -2.322
H 2.972 1.041 0.610
H 0.960 -0.994 1.065
H 2.532 -0.814 2.036
H 0.148 0.565 2.491
O -1.888 2.425 1.488
H -2.735 2.666 1.869
H -1.795 1.475 1.658
O -1.807 -3.009 0.138
H -2.099 -2.444 -0.571
H -2.533 -3.485 0.541
O 1.279 2.796 1.963
H 1.310 3.344 2.751
H 0.337 2.720 1.763
O -2.160 -0.342 1.222
H -1.410 -0.949 1.226
H -2.523 -0.430 0.318
O 0.865 -3.538 -0.146
H 0.061 -3.309 -0.593
H 0.644 -4.134 0.571

=====

38
Properties=species:S:1:pos:R:3 method="wB97M-V/def2-TZVPD" total_charge=0 e_homo_ev=-8.70 e_tot_ha=-841.0431 lumo_energy_ev=0.1 relative_energy_ev=2.845 gap_ev=8.82
C -0.790 1.945 -0.527
N -0.116 1.575 0.727
C -0.112 0.201 1.215
C 0.778 -0.656 0.293
C 2.180 -0.857 0.851
N 0.188 -1.959 0.026
C -0.280 -2.413 -1.164
O -0.103 -1.823 -2.213
H -0.615 1.129 -1.270
H -1.865 1.885 -0.296
H -0.358 2.828 -1.013
H 0.821 1.954 0.800
H 0.265 0.161 2.244
H -1.150 -0.235 1.188
H 0.885 -0.255 -0.728
H 2.941 -1.093 0.083
H 2.434 0.066 1.369
H 2.273 -1.592 1.664
H 0.195 -2.576 0.826
H -0.599 -3.423 -0.849
O -3.700 -0.299 1.767
H -4.601 -0.172 2.073
H -3.087 0.389 2.057
O 1.933 0.838 -3.243
H 1.175 0.359 -2.882
H 2.674 0.305 -2.935
O 3.151 2.995 1.009
H 3.313 3.067 1.950
H 3.961 3.130 0.510
O -2.846 -1.326 -0.362
H -3.621 -1.343 0.207
H -2.348 -0.571 -0.668
O 2.370 3.461 -1.619
H 1.876 2.898 -1.012
H 2.802 2.822 -2.201
O -2.587 -2.820 2.736
H -3.042 -1.974 2.786
H -1.933 -2.757 2.026

=====

36
Properties=species:S:1:pos:R:3 method="wB97M-V/def2-TZVPD" total_charge=0 e_homo_ev="-2.42 / -8.44" e_tot_ha=-669.9589 spin_multiplicity=2 lumo_energy_ev="0.4 / 0.5" relative_energy_ev=0.353 s_squared=0.7505 gap_ev="2.78 / 8.93"
C -2.168 -1.386 0.146
C -2.078 0.018 -0.448
C -0.635 0.473 -0.602
C -0.412 1.246 -1.947
N 0.898 1.859 -2.006
C 1.049 3.315 -1.771
N -0.073 3.962 -1.158
N -1.412 -1.442 1.435
H -1.683 -2.054 -0.565
H -3.179 -1.717 0.345
H -2.549 0.665 0.297
H -2.661 0.147 -1.358
H -0.235 1.121 0.184
H 0.094 -0.343 -0.664
H -1.196 1.976 -2.100
H -0.460 0.395 -2.632
H 1.553 1.293 -1.484
H 1.265 3.683 -2.778
H 1.902 3.502 -1.123
H 0.067 4.668 -0.463
H -1.004 3.697 -1.394
H -2.148 -1.702 2.116
H -0.656 -2.150 1.500
H -0.875 -0.626 1.761
H 3.517 -2.402 -2.220
H 3.431 -2.248 -0.703
O 2.963 -2.618 -1.460
H -0.146 0.847 3.959
H -1.510 0.274 4.446
O -0.838 0.205 3.755
H 2.034 -0.542 2.104
H 2.025 -2.056 1.990
O 1.431 -1.296 2.031
H 1.241 -3.411 -0.512
H 1.451 -4.028 0.899
O 0.996 -3.324 0.420

=====

36
Properties=species:S:1:pos:R:3 method="wB97M-V/def2-TZVPD" total_charge=0 e_homo_ev=-10.18 e_tot_ha=-731.3952 lumo_energy_ev=0.1 relative_energy_ev=4.236 gap_ev=10.25
C 1.719 -0.223 -6.425
O 2.868 -0.931 -6.521
H 1.554 0.526 -5.652
H 1.828 0.439 -7.284
H 0.941 -0.987 -6.408
H 2.594 -1.766 -6.136
C -2.440 5.880 2.788
O -1.328 6.798 2.456
H -3.088 5.552 1.975
H -2.170 4.926 3.242
H -3.043 6.413 3.524
H -1.111 6.574 1.549
C -2.388 -5.205 -3.164
O -2.679 -5.659 -1.897
H -2.523 -5.959 -3.940
H -2.648 -4.153 -3.276
H -1.331 -4.978 -3.301
H -3.633 -5.656 -1.999
C 3.369 1.413 6.610
O 3.454 0.176 5.998
H 4.183 2.083 6.333
H 2.455 1.944 6.344
H 3.237 1.195 7.670
H 2.745 -0.343 6.384
C -0.301 -0.024 0.466
O -0.829 0.229 -0.826
H -1.055 -0.236 1.224
H 0.370 -0.862 0.653
H 0.169 0.883 0.846
H -1.275 -0.575 -1.102
O -0.047 4.747 -2.140
H 0.340 4.389 -2.939
H -0.471 3.997 -1.722
O 0.443 -6.680 2.437
H 0.173 -7.594 2.516
H -0.084 -6.335 1.716

=====

37
Properties=species:S:1:pos:R:3 method="wB97M-V/def2-TZVPD" total_charge=+1 e_homo_ev=-12.28 e_tot_ha=-690.9435 lumo_energy_ev=-2.4 relative_energy_ev=2.722 gap_ev=9.90
C -2.195 -2.333 0.295
C -2.329 -1.029 -0.433
C -1.229 -0.333 -1.305
C 0.224 -0.763 -0.934
C 1.407 -0.354 -1.880
N 2.048 0.844 -1.305
N -2.552 -0.010 0.720
H -2.320 -2.471 1.351
H -2.943 -2.988 -0.165
H -1.128 -2.590 0.202
H -3.269 -0.971 -1.051
H -1.463 -0.568 -2.354
H -1.306 0.736 -1.067
H 0.511 -0.584 0.086
H 0.277 -1.853 -0.984
H 1.034 -0.205 -2.890
H 2.016 -1.247 -2.070
H 1.573 1.697 -1.597
H 2.965 0.925 -1.757
H -1.808 -0.167 1.501
H -2.494 0.952 0.405
H -3.338 -0.421 1.224
H 3.484 0.244 2.181
H 2.971 1.364 1.257
O 2.708 0.769 1.967
H 1.284 2.659 2.147
H 0.065 3.373 2.690
O 0.348 2.790 1.978
H 1.290 -2.205 0.749
H 2.153 -1.272 1.583
O 1.369 -1.834 1.628
H -0.443 -1.051 2.553
H 0.257 0.069 1.971
O -0.574 -0.095 2.443
H 0.275 3.529 -2.578
H 0.805 2.784 -3.693
O 0.325 2.609 -2.869

=====

37
Properties=species:S:1:pos:R:3 method="wB97M-V/def2-TZVPD" total_charge=+1 e_homo_ev=-12.53 e_tot_ha=-690.9237 lumo_energy_ev=-2.6 relative_energy_ev=3.262 gap_ev=9.94
N 2.553 0.150 0.358
C 1.794 1.142 1.302
C 0.272 0.985 0.918
N 0.165 1.534 -0.451
C -0.552 2.852 -0.570
C -0.428 3.417 -2.024
C -0.840 0.642 -1.143
H 2.136 0.257 -0.582
H 3.530 0.386 0.260
H 2.331 -0.945 0.553
H 1.935 0.737 2.302
H 2.329 2.079 1.155
H -0.257 1.403 1.728
H -0.039 -0.036 1.018
H -0.102 3.668 0.054
H -1.556 2.689 -0.314
H -0.219 2.671 -2.893
H -1.306 3.920 -2.259
H 0.603 3.753 -2.186
H -0.245 -0.162 -1.594
H -1.377 1.216 -1.896
H -1.748 0.309 -0.524
H 1.758 -1.769 -2.367
H 1.801 -0.376 -2.831
O 2.086 -0.901 -2.089
H -1.930 -3.273 -0.523
H -2.956 -3.930 0.405
O -2.499 -3.104 0.236
H -1.115 -2.979 1.455
H -0.301 -2.276 2.519
O -0.208 -2.667 1.641
H 2.838 -3.235 0.644
H 1.469 -2.501 1.199
O 2.431 -2.412 0.946
H -4.189 -0.283 2.063
H -4.341 -1.796 1.468
O -3.822 -1.166 2.021

=====

40
Properties=species:S:1:pos:R:3 method="wB97M-V/def2-TZVPD" total_charge=-1 e_homo_ev=-4.78 e_tot_ha=-916.9991 lumo_energy_ev=3.0 relative_energy_ev=0.999 gap_ev=7.74
C -1.318 -0.238 2.201
O -1.647 1.146 2.059
C 0.016 -0.686 1.617
C -0.067 -1.012 0.130
C 1.291 -1.526 -0.419
C 1.440 -2.834 -0.669
N 2.663 -3.395 -1.126
N 2.182 -0.493 -0.706
H -2.110 -0.814 1.747
H -1.264 -0.430 3.277
H 0.385 -1.536 2.221
H 0.774 0.089 1.747
H -0.362 -0.110 -0.395
H -0.797 -1.767 -0.133
H 0.575 -3.437 -0.446
H 3.378 -2.743 -1.379
H 2.831 -4.256 -0.637
H 3.121 -0.841 -0.527
H 2.069 0.401 -0.248
H -3.977 -1.395 -0.834
H -4.727 -1.395 0.555
O -4.269 -1.961 -0.074
H 1.631 2.676 2.339
H 0.315 2.258 3.087
O 1.250 2.448 3.217
H -2.334 -0.896 -1.991
H -2.626 0.485 -1.421
O -3.105 -0.330 -1.783
H 2.521 3.691 0.299
H 1.159 2.679 0.521
O 2.211 2.859 0.696
H 1.574 -0.629 -3.632
H 1.489 0.854 -3.038
O 1.178 0.231 -3.708
H -1.027 1.467 -2.326
H -0.990 2.107 -0.801
O -1.549 1.677 -1.549
H -0.540 3.464 0.358
H -1.130 1.629 1.328
O -0.214 2.563 0.444